{
  "formula": "C39H57N3O2PS3Ti",
  "method": "ωB97M-V/def2-TZVPD",
  "species": ["Ti", "C", "C", "C", "C", "C", "C", "C", "C", "C", "C", "C", "C", "C", "C", "C", "C", "C", "H", "H", "H", "H", "H", "H", "H", "H", "H", "H", "H", "H", "H", "H", "H", "H", "H", "H", "H", "H", "H", "H", "H", "H", "H", "H", "H", "H", "H", "C", "C", "O", "P", "S", "S", "O", "C", "C", "H", "H", "H", "H", "H", "H", "H", "H", "H", "H", "C", "C", "C", "C", "N", "C", "S", "N", "C", "H", "H", "H", "H", "H", "H", "H", "H", "C", "C", "C", "C", "C", "C", "N", "C", "C", "C", "C", "C", "C", "H", "H", "H", "H", "H", "H", "H", "H", "H", "H"],
  "xyz": [[1.09444, 0.09244, 0.50568], [0.29292, 2.59556, -0.46278], [-1.16307, 2.57953, -0.54567], [-1.51316, 2.55242, -1.90745], [-0.29549, 2.68012, -2.64322], [0.79012, 2.76343, -1.80235], [2.17733, 3.19656, -2.26717], [2.83233, 4.08682, -1.20700], [2.04232, 4.04896, -3.54256], [3.10566, 2.02430, -2.60490], [-2.84464, 2.36289, -2.65247], [-3.88461, 3.46912, -2.39562], [-3.45154, 0.98600, -2.34964], [-2.61836, 2.40571, -4.17205], [-2.00040, 3.08079, 0.64469], [-2.29229, 4.57451, 0.40865], [-3.31010, 2.33342, 0.90797], [-1.21781, 3.01363, 1.95596], [0.84904, 2.89306, 0.41535], [-0.23321, 2.71820, -3.71768], [2.18063, 4.92927, -0.96466], [3.78174, 4.47937, -1.58466], [3.02713, 3.53559, -0.29039], [1.32135, 4.85487, -3.40389], [1.71560, 3.44855, -4.39207], [3.01465, 4.48106, -3.79795], [3.27039, 1.37924, -1.73965], [4.07753, 2.40750, -2.93416], [2.68477, 1.42083, -3.41096], [-4.25973, 3.48896, -1.37784], [-4.74489, 3.31584, -3.05384], [-3.46085, 4.45173, -2.61269], [-3.54247, 0.79639, -1.28643], [-2.81035, 0.19565, -2.74198], [-4.43966, 0.89264, -2.81462], [-2.20106, 3.36134, -4.49295], [-3.57662, 2.26476, -4.67969], [-1.95166, 1.61357, -4.50277], [-2.92966, 4.74857, -0.45630], [-1.35319, 5.10411, 0.23916], [-2.77741, 5.00511, 1.29077], [-4.00524, 2.36995, 0.07915], [-3.80879, 2.77216, 1.77962], [-3.10085, 1.28326, 1.10812], [-0.33940, 3.65771, 1.93953], [-0.88686, 2.00462, 2.17793], [-1.85912, 3.34203, 2.78010], [4.15230, 1.47519, 3.98620], [4.40960, 0.02391, 3.63981], [3.30638, -0.78919, 4.02477], [2.23820, -1.26667, 2.88379], [3.00629, 1.13416, 0.74502], [0.64174, 0.04555, 2.97352], [1.83932, -2.60903, 3.75599], [0.67715, -3.33585, 3.38575], [-0.31995, -3.28745, 4.52179], [5.04588, 2.07637, 3.80194], [3.87488, 1.57070, 5.03731], [3.34337, 1.86209, 3.36909], [5.27559, -0.36854, 4.18345], [4.59583, -0.08261, 2.56296], [0.98895, -4.36865, 3.18238], [0.24952, -2.94871, 2.45382], [0.15591, -3.61967, 5.44640], [-1.16687, -3.93585, 4.30659], [-0.68682, -2.27069, 4.66108], [-4.42797, -2.14308, 3.88299], [-3.50154, -2.67863, 2.85166], [-3.36873, -3.98098, 2.45427], [-2.44534, -4.31564, 1.45867], [-1.80750, -3.32552, 0.72402], [-1.93674, -2.09562, 1.09866], [-1.37809, -0.71608, 0.18511], [-2.62464, -1.76497, 2.26487], [-2.12001, -5.72123, 1.07995], [-5.06549, -2.93902, 4.27035], [-5.07454, -1.35601, 3.47535], [-3.88378, -1.69958, 4.72489], [-3.97981, -4.74583, 2.92104], [-2.75362, -0.77337, 2.40438], [-2.94122, -6.40419, 1.31566], [-1.22710, -6.09576, 1.59743], [-1.91239, -5.78061, 0.01050], [3.52672, -4.92442, 0.55687], [4.28421, -3.76749, 0.40052], [3.68263, -2.58997, -0.01212], [2.31632, -2.56450, -0.27628], [1.55375, -3.71794, -0.12343], [2.16226, -4.89398, 0.29652], [1.68206, -1.36925, -0.70731], [1.44399, -1.34254, -2.08593], [2.10004, -2.21305, -2.97614], [1.85425, -2.16032, -4.33810], [0.94604, -1.25538, -4.86428], [0.28174, -0.40590, -3.98849], [0.51402, -0.44801, -2.62553], [3.99925, -5.83744, 0.89792], [5.34580, -3.77790, 0.61976], [4.23636, -1.66131, -0.10353], [0.48306, -3.66674, -0.29232], [1.55794, -5.78257, 0.43592], [2.81024, -2.93406, -2.59711], [2.38408, -2.84481, -4.99205], [0.75771, -1.21603, -5.93045], [-0.43086, 0.31500, -4.36287], [-0.05585, 0.22750, -1.99765]],
  "charge": -2,
  "spin_multiplicity": 2,
  "homo_lumo_gap_ev": [4.9884, 5.8652],
  "lumo_ev": [4.388, 4.364],
  "homo_energy_ev": [-0.6, -1.5]
}



{
  "formula": "C39H58B2F4N11O2S3W",
  "method": "ωB97M-V/def2-TZVPD",
  "species": ["W", "C", "C", "C", "C", "N", "C", "C", "N", "B", "N", "C", "C", "N", "C", "S", "C", "C", "C", "C", "N", "C", "C", "N", "C", "S", "C", "C", "C", "C", "C", "S", "H", "H", "H", "H", "H", "H", "H", "H", "H", "H", "H", "H", "H", "H", "H", "H", "H", "H", "H", "H", "H", "H", "H", "H", "H", "H", "H", "H", "H", "H", "H", "H", "H", "H", "N", "C", "C", "C", "C", "C", "C", "C", "C", "C", "C", "C", "C", "H", "H", "H", "H", "H", "H", "H", "H", "H", "H", "N", "C", "C", "C", "C", "N", "C", "N", "N", "C", "O", "O", "H", "H", "H", "H", "H", "H", "H", "H", "H", "H", "H", "H", "H", "H", "F", "B", "F", "F", "F"],
  "xyz": [[-0.04237, -0.02218, -1.04684], [4.70410, 0.41353, 1.46269], [4.77065, 1.61219, 2.41414], [5.15106, 1.19493, 3.83240], [5.82268, 2.58378, 1.87927], [3.43963, 2.29147, 2.43970], [3.23315, 3.63248, 2.16143], [1.91740, 3.86800, 2.28811], [1.29773, 2.67420, 2.60957], [-0.24217, 2.66950, 2.66914], [-0.89337, 1.29283, 2.98595], [-0.91364, 0.89049, 4.29782], [-1.69141, -0.19940, 4.38688], [-2.16351, -0.48540, 3.11830], [-1.63116, 0.43057, 2.26344], [-1.96070, 0.56719, 0.56037], [-3.28396, -1.49303, 3.00483], [-4.41028, -0.98481, 3.91335], [-3.85412, -1.67222, 1.60348], [-2.75432, -2.83673, 3.51041], [-0.81594, 3.31705, 1.36576], [-1.81924, 4.25213, 1.42925], [-1.97355, 4.77802, 0.20043], [-1.04794, 4.17132, -0.63313], [-0.36582, 3.25834, 0.10491], [0.89765, 2.17262, -0.39005], [-0.78305, 4.77970, -1.98663], [0.34010, 4.09752, -2.74986], [-0.38533, 6.23968, -1.74193], [-2.07434, 4.71065, -2.80217], [2.24245, 1.71909, 2.74114], [1.98301, 0.11932, 3.27731], [5.71996, 0.10234, 1.22112], [4.20091, 0.68973, 0.53379], [4.17755, -0.42513, 1.91396], [6.09591, 0.65103, 3.80768], [4.39075, 0.54882, 4.26432], [5.27616, 2.07270, 4.46816], [6.77802, 2.06230, 1.86065], [5.94480, 3.45735, 2.51938], [5.59402, 2.90440, 0.86198], [4.01918, 4.30597, 1.88864], [1.36400, 4.77900, 2.14703], [-0.58565, 3.41050, 3.55516], [-0.36672, 1.41831, 5.05671], [-1.95633, -0.78536, 5.24521], [-4.66441, 0.04784, 3.67120], [-4.14651, -1.03966, 4.96932], [-5.29484, -1.60073, 3.75775], [-4.33429, -0.76695, 1.23941], [-4.61311, -2.45279, 1.68191], [-3.11555, -1.99349, 0.87781], [-2.17711, -2.73194, 4.42773], [-2.13313, -3.31812, 2.75687], [-3.60160, -3.48805, 3.72582], [-2.33001, 4.46900, 2.34920], [-2.63995, 5.54583, -0.14148], [1.30033, 4.18238, -2.24577], [0.41752, 4.59809, -3.71559], [0.16144, 3.04331, -2.93169], [0.44932, 6.29159, -1.04207], [-1.20856, 6.83631, -1.35068], [-0.06701, 6.68309, -2.68434], [-2.30614, 3.68729, -3.10399], [-1.94753, 5.29614, -3.71192], [-2.93089, 5.11383, -2.26395], [-1.49302, 0.95511, -2.43089], [-2.62354, 0.06231, -2.59309], [-3.87936, 0.45861, -2.16687], [-4.95622, -0.40309, -2.29556], [-4.76668, -1.65207, -2.86784], [-3.50428, -2.03046, -3.29684], [-2.40364, -1.18744, -3.16182], [-1.04377, -1.60820, -3.58562], [-0.92596, -2.37369, -4.74742], [0.30365, -2.85780, -5.16293], [1.42837, -2.57213, -4.40732], [1.31739, -1.79318, -3.26183], [0.09630, -1.27622, -2.82056], [-1.81026, 1.86354, -2.09886], [-0.99531, 1.08817, -3.31311], [-4.01207, 1.43754, -1.72075], [-5.93593, -0.09726, -1.95587], [-5.60090, -2.33047, -2.98237], [-3.36425, -3.00749, -3.74394], [-1.80873, -2.57228, -5.34288], [0.38110, -3.43582, -6.07379], [2.40286, -2.92427, -4.72010], [2.22834, -1.56839, -2.72424], [1.33896, -1.04660, 0.32654], [0.77540, -2.20190, 1.04442], [1.77660, -3.31877, 1.34888], [2.61969, -3.84697, 0.18610], [1.87035, -4.39361, -1.02122], [0.99093, -5.50866, -0.67897], [-0.25525, -5.65274, -1.11246], [-0.70874, -4.98689, -2.17150], [-1.04335, -6.57634, -0.54131], [-0.48391, -2.68377, 0.33565], [-1.00989, -3.73605, 0.68592], [-0.95683, -1.91745, -0.58260], [2.18812, -1.29143, -0.17995], [1.65961, -0.37434, 1.05292], [0.43320, -1.82941, 2.01783], [1.20342, -4.12556, 1.80879], [2.46979, -2.95004, 2.10846], [3.28716, -4.61991, 0.57816], [3.28852, -3.06909, -0.19401], [2.58910, -4.71430, -1.77778], [1.27196, -3.60404, -1.46751], [1.28392, -6.10366, 0.07967], [-0.17934, -4.22627, -2.57255], [-1.70559, -4.88970, -2.27544], [-0.82371, -6.87829, 0.39274], [-2.02363, -6.56799, -0.76475], [2.61108, 0.34517, -1.57062], [2.63900, 1.08986, -2.82436], [3.12809, 2.34778, -2.61193], [1.23391, 1.14125, -3.16220], [3.33333, 0.37701, -3.76129]],
  "charge": 1,
  "spin_multiplicity": 3,
  "homo_lumo_gap_ev": [6.9153, 7.1417],
  "lumo_ev": [-2.498, -2.280],
  "homo_energy_ev": [-9.4, -9.4]
}



Energy above the lowest of the compared OMol25 structures with the same formula, charge and spin / kcal/mol: 43.3; 17.3
Energy / eV: -114847.1323; -108434.0584